# 1
ORCA calculation (ωB97M-V/def2-TZVPD) on CH2FNO in the gas phase.

Computed properties:
HOMO-LUMO gap, Ha: 0.4195
HOMO, eV: -10.65
Calculated total energy, Ha: -269.07761

```
! RIJCOSX wB97M-V def2-TZVPD def2/J DEFGRID3
* xyz 0 1
H -0.7382 1.2931 0.0657
H -0.2325 -0.3101 -1.4605
O -0.0135 0.1192 1.7302
C -0.2005 0.4570 0.5554
N 0.2550 -0.2017 -0.5816
F 0.9297 -1.3574 -0.3093
*
```


# 2
ORCA calculation (ωB97M-V/def2-TZVPD) on a molecular structure, CH2FNO.

Computed properties:
HOMO-LUMO gap, Ha: 0.3379
HOMO, eV: -9.05
Calculated total energy, Ha: -268.99462

```
! RIJCOSX wB97M-V def2-TZVPD def2/J DEFGRID3
* xyz 0 1
N 0.2061 -0.2328 0.7052
O 0.3658 1.5502 -1.4923
H -0.2159 -1.0140 1.1985
H 0.9069 0.3310 1.1633
C -0.1812 0.0414 -0.4953
F -1.0816 -0.6758 -1.0793
*
```


# 3
ORCA calculation (ωB97M-V/def2-TZVPD) on CH2FNO5S in the gas phase.

Computed properties:
HOMO-LUMO gap, Ha: 0.4054
HOMO, eV: -11.78
Calculated total energy, Ha: -968.08033

```
! RIJCOSX wB97M-V def2-TZVPD def2/J DEFGRID3
* xyz 0 1
N 1.8269 -1.1478 -0.5322
O 0.5403 1.1215 1.3427
O 0.7028 -0.5629 -0.9445
O 1.9839 -1.1442 0.6286
H -2.4746 0.4044 -0.1998
C -1.4529 0.8656 -0.1729
F -1.7401 1.9670 0.4876
S -0.1260 0.0356 0.7254
H -1.2219 1.1700 -1.3457
O 2.5795 -1.6351 -1.3718
O -0.6178 -1.0742 1.3826
*
```


# 4
ORCA calculation (ωB97M-V/def2-TZVPD) on 2 unconnected molecules or ions with the total composition CH2FNOS.

Computed properties:
HOMO-LUMO gap (alpha / beta), Ha: 0.3186 / 0.3187
HOMO (alpha / beta), eV: -8.63 / -8.63
Calculated total energy, Ha: -667.24865

```
! RIJCOSX wB97M-V def2-TZVPD def2/J DEFGRID3
* xyz 0 1
N -0.7864 -0.0881 -0.5869
S -0.5012 1.5430 -0.5098
H -1.2454 1.8511 0.6834
F 0.9831 -2.1059 0.3828
H -0.6515 -0.3090 -1.5572
C 0.8302 -0.8644 0.4888
O 1.3711 -0.0267 1.0989
*
```


# 5
ORCA calculation (ωB97M-V/def2-TZVPD) on a molecular structure, CH2FO4S.

Computed properties:
HOMO-LUMO gap, Ha: 0.3628
HOMO, eV: -6.12
Calculated total energy, Ha: -838.38376

```
! RIJCOSX wB97M-V def2-TZVPD def2/J DEFGRID3
* xyz -1 1
S 0.7614 0.4635 0.1434
H -0.2255 -1.7872 0.5939
C 0.3228 -1.3269 -0.1249
F -2.3583 1.1340 0.3744
O 0.5036 0.7424 1.5534
H -1.3869 0.9430 -0.1640
O 2.0794 0.7822 -0.4019
O -0.3168 0.9290 -0.8286
O 0.6205 -1.8801 -1.1454
*
```


# 6
ORCA calculation (ωB97M-V/def2-TZVPD) on 2 unconnected molecules or ions with the total composition CH2FP.

Computed properties:
HOMO-LUMO gap (alpha / beta), Ha: 0.2438 / 0.2441
HOMO (alpha / beta), eV: -8.01 / -8.01
Calculated total energy, Ha: -480.26550

```
! RIJCOSX wB97M-V def2-TZVPD def2/J DEFGRID3
* xyz 0 1
C 1.1074 -0.8498 0.7449
P -1.6529 -0.7710 -0.1910
F 1.9970 -0.9997 -0.2643
H 0.9010 -1.8148 1.1728
H 0.7242 0.0290 0.4177
*
```


# 7
ORCA calculation (ωB97M-V/def2-TZVPD) on CH2FPS2 in the gas phase.

Computed properties:
HOMO-LUMO gap (alpha / beta), Ha: 0.2839 / 0.2840
HOMO (alpha / beta), eV: -8.66 / -8.66
Calculated total energy, Ha: -1276.79537

```
! RIJCOSX wB97M-V def2-TZVPD def2/J DEFGRID3
* xyz 0 1
S -0.1169 -1.1618 0.0675
P 1.5636 0.1835 0.2150
H 2.6801 -0.4191 -0.3896
H 1.2234 0.9001 -0.9070
C -1.2991 -0.0343 0.2123
S -3.1128 -0.6867 0.7114
F -0.9382 1.2183 0.0904
*
```


# 8
ORCA calculation (ωB97M-V/def2-TZVPD) on 2 unconnected molecules or ions with the total composition CH2IN.

Computed properties:
HOMO-LUMO gap (alpha / beta), Ha: 0.1891 / 0.1892
HOMO (alpha / beta), eV: -8.85 / -8.85
Calculated total energy, Ha: -391.58571

```
! RIJCOSX wB97M-V def2-TZVPD def2/J DEFGRID3
* xyz 0 1
N 0.0726 0.9511 0.0190
H -0.7223 -0.9146 0.0581
C -0.7659 0.1180 0.0337
I 3.1872 -0.3965 0.0539
H -1.7715 0.2420 -0.1645
*
```


# 9
ORCA calculation (ωB97M-V/def2-TZVPD) on 2 unconnected molecules or ions with the total composition CH2INO2.

Computed properties:
HOMO-LUMO gap (alpha / beta), Ha: 0.2899 / 0.3022
HOMO (alpha / beta), eV: -8.25 / -9.14
Calculated total energy, Ha: -542.08939

```
! RIJCOSX wB97M-V def2-TZVPD def2/J DEFGRID3
* xyz 0 1
H -0.2971 -0.4346 -1.4600
C -0.6036 0.7334 0.7832
N 0.5381 -0.1251 -0.9500
I -2.6116 1.1207 0.3644
O 1.0444 -1.2924 -0.4327
H 1.8813 -1.0672 0.0104
O 0.0484 1.0652 1.6846
*
```


# 10
ORCA calculation (ωB97M-V/def2-TZVPD) on a molecular structure, CH2INS.

Computed properties:
HOMO-LUMO gap, Ha: 0.2972
HOMO, eV: -8.43
Calculated total energy, Ha: -789.81058

```
! RIJCOSX wB97M-V def2-TZVPD def2/J DEFGRID3
* xyz 0 1
C -1.6431 1.3960 0.6361
H 1.7268 -0.6346 0.7311
N 1.4503 -0.4940 -0.2552
I -0.5397 -1.0433 -0.0367
H 1.9180 -1.0559 -0.9613
S -2.9124 1.8318 -0.1140
*
```


# 11
ORCA calculation (ωB97M-V/def2-TZVPD) on CH2INS in the gas phase.

Computed properties:
HOMO-LUMO gap, Ha: 0.3058
HOMO, eV: -9.12
Calculated total energy, Ha: -789.88116

```
! RIJCOSX wB97M-V def2-TZVPD def2/J DEFGRID3
* xyz 0 1
C -0.5800 -0.2674 -0.1707
I 1.2395 2.1349 0.4317
H -1.0505 0.6425 -0.1343
S -0.9851 -1.8392 -0.2812
H 1.5676 -0.2847 0.0270
N 0.7079 0.1169 0.3228
*
```


# 12
ORCA calculation (ωB97M-V/def2-TZVPD) on a molecular structure, CH2IO3S.

Computed properties:
HOMO-LUMO gap, Ha: 0.2961
HOMO, eV: -5.10
Calculated total energy, Ha: -960.96599

```
! RIJCOSX wB97M-V def2-TZVPD def2/J DEFGRID3
* xyz -1 1
O -1.3214 -2.3093 -0.0607
S 0.1281 -2.1255 -0.0711
O 0.7696 -2.2210 1.1987
H 0.5523 -0.0015 -1.5723
I 2.4618 0.0755 0.1052
C 0.4845 -0.2581 -0.4996
O 0.8247 -2.7752 -1.2124
H -0.3172 0.1224 0.1211
*
```


Q: Which value of calculated total energy does entry 2 give?
A: -268.99462 Ha


Q: Which formula does entry 4 have?
A: CH2FNOS


Q: What is the calculated total energy in the fourth record?
A: -667.24865 Ha